9 unconnected molecules or ions with the total composition C51H59BO4P2 at a distorted geometry. Source: OMol25; level of theory: ωB97M-V/def2-TZVPD.

The calculation puts the HOMO energy at -9.24 eV. The spin multiplicity is 1. For the total energy, the calculation gives -81288.58332 eV.

Last column: Löwdin charge in e.
Atoms and positions in Å:
C -1.73 -6.03 3.76  -0.065
C -1.61 -6.48 2.32  -0.283
O -2.32 -5.65 1.43  -0.176
C -1.51 -4.88 0.56  -0.260
B -0.62 -3.78 1.24  -0.341
P 0.70 -2.85 0.25  0.864
P 1.61 -1.38 1.54  0.165
O 1.24 -1.61 2.92  -0.295
O 1.18 0.04 0.96  -0.185
O 3.18 -1.48 1.40  -0.156
H -0.99 -5.28 3.99  0.058
H -1.56 -6.86 4.44  0.073
H -2.70 -5.59 3.88  0.082
H -2.05 -7.47 2.26  0.103
H -0.57 -6.61 2.02  0.120
H -2.18 -4.35 -0.10  0.115
H -0.90 -5.51 -0.09  0.107
H -0.74 -3.55 2.39  0.048
H -0.01 -2.11 -0.71  -0.108
H 1.94 0.63 1.13  0.090
H 3.44 -1.85 0.53  0.064
C -1.36 5.18 0.41  -0.085
C -1.76 5.25 1.73  -0.086
C -1.43 4.24 2.62  -0.103
C -0.70 3.14 2.18  -0.096
C -0.31 3.06 0.85  -0.102
C -0.64 4.08 -0.04  -0.108
H -1.62 5.97 -0.29  0.087
H -2.33 6.11 2.08  0.102
H -1.74 4.30 3.65  0.106
H -0.45 2.34 2.86  0.103
H 0.25 2.20 0.50  0.077
H -0.33 4.02 -1.07  0.102
C -2.21 -8.04 -2.37  -0.097
C -2.67 -8.23 -1.08  -0.096
C -2.40 -9.41 -0.41  -0.097
C -1.67 -10.41 -1.04  -0.097
C -1.21 -10.22 -2.33  -0.099
C -1.47 -9.04 -3.00  -0.099
H -2.41 -7.11 -2.89  0.099
H -3.25 -7.45 -0.59  0.099
H -2.76 -9.56 0.60  0.098
H -1.45 -11.33 -0.51  0.100
H -0.64 -11.00 -2.82  0.099
H -1.11 -8.89 -4.01  0.099
C 7.28 -4.38 -1.19  -0.094
C 6.47 -3.59 -1.99  -0.097
C 5.09 -3.64 -1.84  -0.105
C 4.53 -4.48 -0.89  -0.112
C 5.34 -5.27 -0.09  -0.092
C 6.72 -5.22 -0.24  -0.093
H 8.36 -4.33 -1.30  0.101
H 6.91 -2.94 -2.74  0.100
H 4.46 -3.03 -2.47  0.099
H 3.45 -4.52 -0.77  0.073
H 4.90 -5.92 0.65  0.102
H 7.36 -5.83 0.38  0.101
C -3.15 -0.60 -3.55  -0.095
C -3.56 0.71 -3.73  -0.088
C -3.16 1.69 -2.83  -0.081
C -2.36 1.36 -1.75  -0.075
C -1.96 0.04 -1.57  -0.090
C -2.35 -0.94 -2.47  -0.096
H -3.45 -1.36 -4.26  0.094
H -4.18 0.97 -4.58  0.091
H -3.48 2.72 -2.97  0.081
H -2.06 2.12 -1.04  0.078
H -1.34 -0.21 -0.72  0.076
H -2.04 -1.96 -2.33  0.089
C 2.11 3.50 4.78  -0.089
C 1.70 4.79 4.44  -0.088
C 2.07 5.87 5.23  -0.090
C 2.85 5.66 6.36  -0.117
C 3.25 4.38 6.70  -0.110
C 2.88 3.30 5.91  -0.089
H 1.82 2.66 4.16  0.091
H 1.09 4.94 3.56  0.085
H 1.75 6.87 4.97  0.101
H 3.14 6.50 6.97  0.104
H 3.86 4.22 7.59  0.102
H 3.19 2.30 6.18  0.103
C 8.05 7.78 5.05  -0.100
C 8.95 7.17 5.91  -0.101
C 8.56 6.06 6.65  -0.099
C 7.27 5.57 6.54  -0.093
C 6.37 6.18 5.68  -0.088
C 6.76 7.29 4.93  -0.092
H 8.36 8.64 4.46  0.099
H 9.96 7.55 6.00  0.099
H 9.27 5.59 7.32  0.099
H 6.97 4.71 7.11  0.098
H 5.36 5.80 5.60  0.075
H 6.05 7.76 4.27  0.100
C -6.43 -1.05 -7.63  -0.096
C -6.33 -0.73 -6.29  -0.101
C -6.22 -1.73 -5.34  -0.109
C -6.22 -3.06 -5.73  -0.096
C -6.33 -3.39 -7.08  -0.097
C -6.44 -2.38 -8.03  -0.097
H -6.52 -0.26 -8.37  0.100
H -6.33 0.31 -5.98  0.096
H -6.13 -1.48 -4.29  0.099
H -6.13 -3.85 -4.99  0.101
H -6.34 -4.42 -7.39  0.100
H -6.53 -2.63 -9.08  0.100
C -4.77 6.74 -4.08  -0.094
C -4.00 5.59 -4.01  -0.098
C -2.70 5.65 -3.52  -0.100
C -2.17 6.87 -3.10  -0.107
C -2.94 8.02 -3.17  -0.095
C -4.24 7.96 -3.66  -0.095
H -5.78 6.69 -4.46  0.101
H -4.41 4.64 -4.34  0.094
H -2.10 4.75 -3.46  0.092
H -1.16 6.92 -2.71  0.099
H -2.53 8.97 -2.85  0.101
H -4.84 8.85 -3.72  0.101

***

5 unconnected molecules or ions with the total composition C51H59ClF3IN3O12 at a distorted geometry. Source: OMol25; level of theory: ωB97M-V/def2-TZVPD.

The calculation puts the HOMO energy at -10.65 eV. The spin multiplicity is 1. As for the charge: +1. For the total energy, the calculation gives -111639.28342 eV.

Last column: Löwdin charge in e.
Atoms and positions in Å:
C -0.57 3.54 1.09  -0.102
C -0.56 3.30 -0.50  -0.233
N 0.53 2.33 -0.80  -0.081
N 0.34 1.64 -1.99  -0.116
C 1.36 1.94 -3.03  -0.504
Cl 1.30 3.79 -3.31  0.687
C 0.95 1.30 -4.45  -0.226
C 1.83 1.80 -5.69  -0.097
C 3.40 1.45 -5.61  -0.355
C 3.85 1.13 -7.15  -0.045
O 4.16 2.61 -5.22  -0.139
C 4.78 2.47 -3.92  -0.222
C 6.36 2.71 -3.89  -0.132
C 7.31 1.49 -3.60  -0.039
C 8.84 1.60 -3.50  -0.067
C 9.52 3.00 -3.67  -0.067
C 8.61 4.21 -3.99  -0.066
C 7.05 4.08 -4.09  -0.015
N 1.00 -0.20 -4.23  0.162
C 0.08 -0.69 -3.17  -0.298
O -1.26 -0.42 -3.69  0.015
C 0.11 -2.29 -2.94  -0.067
C 0.06 -3.14 -4.31  -0.042
C -0.63 -4.59 -4.13  -0.382
F -0.70 -5.03 -2.79  0.085
F -1.91 -4.59 -4.78  0.066
F 0.19 -5.53 -4.82  0.057
C 0.16 0.15 -1.76  -0.271
C 1.25 -0.47 -0.76  -0.103
C 2.73 -0.58 -1.33  -0.691
O 3.17 -1.41 -2.16  -0.087
I 4.23 0.83 -0.53  1.009
O -1.22 0.04 -1.28  -0.085
C -1.34 -0.14 0.14  -0.167
C -2.92 0.02 0.51  -0.267
C -3.29 1.44 1.15  -0.080
C -3.41 -1.24 1.41  -0.357
C -3.35 -2.65 0.58  -0.080
C -4.91 -1.11 1.96  -0.096
H -1.61 3.71 1.54  0.069
H -0.03 2.63 1.56  0.074
H 0.13 4.43 1.30  0.083
H -0.24 4.31 -0.97  0.090
H -1.57 3.05 -0.96  0.117
H 1.47 2.73 -0.71  0.101
H 2.44 1.72 -2.74  0.057
H -0.12 1.67 -4.65  0.180
H 1.42 1.25 -6.62  0.127
H 1.71 2.92 -5.92  0.132
H 3.64 0.49 -5.04  0.141
H 3.13 0.40 -7.65  0.080
H 3.90 2.11 -7.76  0.107
H 4.93 0.75 -7.11  0.096
H 4.58 1.48 -3.39  0.041
H 4.32 3.29 -3.25  0.120
H 6.82 0.46 -3.45  0.091
H 9.48 0.66 -3.28  0.095
H 10.66 3.07 -3.56  0.092
H 9.08 5.25 -4.14  0.092
H 6.44 5.03 -4.30  0.101
H 0.65 -0.61 -5.13  0.192
H 1.99 -0.50 -4.15  0.164
H -1.79 -1.25 -3.70  0.120
H 0.99 -2.67 -2.33  0.120
H -0.84 -2.58 -2.34  0.148
H -0.62 -2.57 -5.03  0.129
H 1.08 -3.30 -4.80  0.140
H 0.94 -1.54 -0.44  0.137
H 1.36 0.11 0.24  0.114
H -1.06 -1.19 0.53  0.128
H -0.78 0.62 0.79  0.115
H -3.50 -0.06 -0.48  0.150
H -3.13 2.26 0.36  0.074
H -4.41 1.51 1.42  0.073
H -2.72 1.68 2.12  0.092
H -2.72 -1.31 2.33  0.138
H -4.39 -3.07 0.37  0.079
H -2.79 -3.38 1.28  0.089
H -2.71 -2.47 -0.35  0.055
H -5.05 -1.97 2.72  0.095
H -5.65 -1.33 1.11  0.091
H -5.13 -0.15 2.54  0.036
C -6.45 0.35 5.49  0.026
C -7.43 0.14 6.37  0.038
C -8.67 0.95 6.33  -0.359
O -9.57 0.76 7.13  0.095
C -8.78 1.98 5.28  0.032
C -7.80 2.19 4.40  0.028
C -6.56 1.38 4.44  -0.373
O -5.66 1.57 3.63  0.063
H -5.53 -0.23 5.50  0.123
H -7.37 -0.61 7.14  0.130
H -9.70 2.56 5.27  0.126
H -7.86 2.94 3.63  0.124
C 6.76 1.61 2.46  0.005
C 7.30 1.44 3.66  0.031
C 8.60 2.05 4.02  -0.382
O 9.10 1.89 5.11  0.121
C 9.27 2.87 2.98  0.030
C 8.73 3.04 1.78  0.026
C 7.43 2.43 1.42  -0.387
O 6.94 2.59 0.32  0.025
H 5.81 1.17 2.18  0.068
H 6.83 0.85 4.43  0.126
H 10.22 3.31 3.26  0.127
H 9.21 3.64 1.01  0.125
C 6.17 -5.46 0.41  0.027
C 5.21 -5.67 1.32  0.027
C 3.97 -4.87 1.30  -0.386
O 3.09 -5.05 2.13  0.109
C 3.83 -3.84 0.25  0.020
C 4.79 -3.63 -0.65  0.020
C 6.03 -4.43 -0.64  -0.380
O 6.91 -4.24 -1.46  0.114
H 7.09 -6.03 0.41  0.126
H 5.30 -6.42 2.09  0.126
H 2.91 -3.27 0.26  0.104
H 4.70 -2.88 -1.42  0.091
C -13.49 -3.22 6.47  0.021
C -12.26 -3.49 6.91  0.019
C -11.37 -2.41 7.40  -0.382
O -10.25 -2.66 7.81  0.097
C -11.90 -1.03 7.39  0.016
C -13.13 -0.76 6.95  0.026
C -14.02 -1.84 6.46  -0.390
O -15.14 -1.59 6.05  0.104
H -14.16 -3.99 6.10  0.122
H -11.86 -4.49 6.92  0.121
H -11.24 -0.26 7.76  0.090
H -13.53 0.24 6.93  0.123